(1)
19
Properties=species:S:1:pos:R:3 method="wB97M-V/def2-TZVPD" gap_ha="0.2700 / 0.2700" e_homo_ev="-6.90 / -6.90" total_energy_ha=-440.084298 relative_energy_kcal_mol=104.8
C 0.910 -2.411 0.317
C -0.059 -0.409 0.042
C -0.178 -1.696 0.697
C 1.120 -0.506 -0.609
C 1.655 0.548 -1.386
C -0.099 2.174 -1.175
C -1.386 -2.268 1.390
C -0.660 3.299 -0.267
N 1.002 1.670 -1.281
O 1.663 -1.718 -0.544
H 1.161 -3.412 0.396
H 2.558 0.658 -1.966
H -0.606 0.496 0.109
H -2.203 -1.951 0.751
H -1.240 -3.309 1.217
H -1.542 -1.898 2.347
H -0.307 2.956 0.770
H -1.770 3.658 -0.224
H -0.017 4.120 -0.584



(2)
19
Properties=species:S:1:pos:R:3 method="wB97M-V/def2-TZVPD" smiles="O=C1N[C@@H]2C=CC=CC[C@H]12" gap_ha=0.3309 e_homo_ev=-8.60 total_energy_ha=-440.171103 relative_energy_kcal_mol=50.3
C -0.604 1.672 -0.848
C -0.340 0.808 1.069
C 0.646 -0.154 1.727
C 1.492 -0.919 0.985
C 1.298 -1.428 -0.387
C 0.256 -1.318 -1.224
C -1.103 -0.827 -0.913
C -1.242 0.458 -0.165
H 0.901 2.574 0.448
H -0.906 1.333 1.916
H 0.674 -0.040 2.795
H 2.376 -1.186 1.532
H 2.249 -1.871 -0.759
H 0.462 -1.635 -2.214
H -1.655 -0.606 -1.876
H -1.655 -1.649 -0.452
H -2.290 0.626 -0.019
N 0.346 1.763 0.150
O -0.905 2.399 -1.765



(3)
19
Properties=species:S:1:pos:R:3 method="wB97M-V/def2-TZVPD" smiles="CC(=O)Nc1ccccc1" gap_ha=0.3408 e_homo_ev=-8.62 total_energy_ha=-440.154427 relative_energy_kcal_mol=60.8
C -3.476 -0.554 0.070
C -2.154 0.174 -0.018
C 0.296 -0.262 0.018
C 1.283 -1.288 0.001
C 2.609 -1.061 -0.054
C 3.055 0.244 0.025
C 2.053 1.331 0.045
C 0.738 1.014 0.042
H -3.520 -1.518 -0.545
H -3.609 -0.712 1.344
H -4.353 -0.137 -0.377
H -1.431 -1.736 -0.173
H 0.929 -2.210 0.042
H 3.391 -2.116 0.035
H 4.190 0.514 -0.018
H 2.505 2.356 0.070
H 0.033 1.664 -0.224
N -1.125 -0.654 -0.052
O -2.085 1.361 -0.072